Record 1
Computed, not measured: 2 unconnected molecules or ions with the total composition C9H13ClN2O2 at a distorted geometry, with ωB97M-V/def2-TZVPD.

Output
* largest force on an atom: 4.093 eV Å⁻¹
* energy: -1070.83691 Ha
* 2S+1: 1
* ΔE to the lowest compared entry with this formula, charge and spin: 110.2 kJ/mol

XYZ file:
```
27
Properties=species:S:1:pos:R:3:forces:R:3
C -2.7571 -1.0081 0.5530 0.0166 0.4117 0.9930
C -2.7034 1.4785 1.0570 -1.2560 1.6473 -1.1867
C 2.0463 -0.6363 0.7298 2.3864 -1.3900 -0.1343
C 1.7362 0.8167 0.9127 0.1563 0.8942 0.5810
C 1.4956 -1.2890 -0.5369 0.7175 -1.9006 -0.8447
C 0.1976 1.0150 1.0108 0.8590 -1.4634 -2.6095
C -0.0678 -1.1416 -0.6212 1.6894 3.1910 -1.9284
C -0.3832 0.3941 -0.3678 -1.7230 -1.1720 3.1090
C -2.6699 0.3441 0.1467 2.3408 0.0778 -2.7547
N -2.7293 -2.0985 0.9106 -0.0857 -0.5445 -0.0436
N -2.9981 2.7432 0.5135 0.4504 0.0259 1.4146
O -2.4690 1.3465 2.2195 0.5379 -0.1828 1.8474
O -3.2264 0.6015 -1.0878 0.4156 -1.0571 -1.8773
Cl -0.3930 1.4120 -1.7866 0.1434 -0.5427 0.8190
H 3.2063 -0.9145 0.8204 -2.2971 0.9942 -0.3815
H 1.6469 -1.1471 1.6217 -0.1818 -0.0581 -0.3447
H 2.2625 1.0638 1.8289 -0.4213 0.4217 0.5968
H 2.1959 1.5237 0.2210 -0.1472 -0.3524 -0.6291
H 1.9888 -0.9065 -1.5246 -0.7448 -0.5870 1.8974
H 1.7900 -2.4360 -0.3876 -0.8221 2.2531 -0.8607
H -0.1376 0.4603 1.8850 -0.4788 -0.1518 -0.2843
H -0.1218 2.0304 1.0786 -0.0462 0.7434 0.1208
H -0.4357 -1.3144 -1.6512 0.2280 -0.4107 0.5442
H -0.4933 -1.8090 0.0627 -0.9586 -0.5786 1.1495
H -3.4359 2.9515 -0.3596 0.0057 -0.5943 -0.4313
H -3.0640 3.5085 1.2062 0.1389 -1.0645 -0.5824
H -2.8201 0.0005 -1.8097 -0.9232 1.3901 1.8206
```
Positions in Å, forces in eV/Å.

Record 2
Computed, not measured: a single C9H13FN2 molecule at a distorted geometry, with ωB97M-V/def2-TZVPD.

Output
* largest force on an atom: 4.565 eV Å⁻¹
* SMILES string: C[C@@H](N)/C(F)=C1\CCC[C@@H]1C#N
* energy: -560.04671 Ha
* 2S+1: 1
* ΔE to the lowest compared entry with this formula, charge and spin: 187.8 kJ/mol

XYZ file:
```
25
Properties=species:S:1:pos:R:3:forces:R:3
N -1.7975 -0.3014 3.3192 -0.5251 -0.0398 0.2596
F -2.2289 -0.2845 -0.1889 -0.3677 0.2947 0.4618
C -1.2268 0.3879 2.6049 1.3684 0.0782 -0.5454
C -0.9345 -0.2160 -0.4780 4.3865 0.5318 1.1456
C 0.0358 0.2815 0.3952 -3.5302 0.7888 -1.4512
N -1.5762 -0.1246 -2.7956 -1.3018 -0.4281 -0.1541
C -0.9052 -2.2381 -2.1031 1.3202 -0.3231 2.6447
C 1.5174 0.2846 0.1725 0.5512 -1.6303 -1.8966
C -0.6276 -0.7290 -1.8899 -0.3701 -1.3613 0.1104
C 2.1547 1.1749 1.1500 -2.2291 0.4148 1.6454
C 1.1474 1.2218 2.3428 0.9267 1.1429 0.5967
C -0.2586 1.1038 1.7207 -0.6783 -0.5085 -0.1531
H -2.5325 -0.2751 -2.3956 1.1698 0.2564 -0.7128
H -1.4333 0.8490 -2.8777 0.0573 1.2833 -0.0849
H -0.2765 -2.8581 -1.4193 0.4129 0.4276 -0.8233
H -0.7414 -2.4713 -3.1385 -0.2696 -0.3233 -0.2755
H -1.8361 -2.5488 -1.6529 -1.0048 0.2972 -0.7408
H 1.9495 0.5077 -0.8900 -1.1346 -0.8557 1.7443
H 1.8458 -0.6798 0.5774 0.0359 -0.5562 -1.1005
H 0.4355 -0.5915 -2.2165 -1.0131 0.4785 0.5114
H 2.2739 2.1026 0.6918 0.5809 1.9178 -0.2260
H 3.0336 0.7298 1.4880 1.8342 -0.1174 0.4213
H 1.3226 2.1393 2.9657 -0.5141 -0.6254 -0.6555
H 1.3685 0.4128 3.0409 -0.2552 -0.2781 -0.2490
H -0.7099 2.1224 1.5769 0.5496 -0.8648 -0.4726
```
Positions in Å, forces in eV/Å.

Record 3
Computed, not measured: a single C9H13FN2O2 molecule at a distorted geometry, with ωB97M-V/def2-TZVPD.

Output
* largest force on an atom: 3.800 eV Å⁻¹
* SMILES string: CO[C@@H](c1ccc[n+]([O-])c1)[C@](C)(N)F
* energy: -710.48824 Ha
* 2S+1: 1
* ΔE to the lowest compared entry with this formula, charge and spin: 108.9 kJ/mol

XYZ file:
```
27
Properties=species:S:1:pos:R:3:forces:R:3
C 2.5038 -1.5818 -0.8165 -2.0715 -0.9699 -0.4817
C 1.1162 -1.2333 -0.9219 1.3817 -1.3330 -1.0026
C 3.3724 -0.7440 -0.1624 0.9428 -0.5842 0.0397
C 1.5824 0.6548 0.4965 1.3146 -0.9320 -0.8181
C 0.7498 -0.0940 -0.2932 -0.4177 0.2413 0.5874
C -1.6244 -1.7153 1.0946 0.9343 1.8327 1.7419
C -0.8984 2.3362 -1.5978 0.6123 1.7719 -0.7743
C -0.6474 0.3089 -0.3260 -2.2368 2.1643 2.1807
C -1.5566 -0.2086 0.9484 0.4221 -0.0536 -1.8348
N 2.9299 0.3596 0.5195 -2.1598 -0.1284 -0.1923
N -2.8656 0.3357 0.8473 0.3960 -0.3042 -0.3863
O 3.7026 1.0468 1.2015 1.2571 0.7949 0.6833
O -0.7370 1.7875 -0.3223 -0.8623 -1.8240 0.6064
F -0.9182 0.2390 2.0827 0.4339 0.5711 0.6754
H 2.7490 -2.6009 -1.1793 0.5445 1.1030 0.0567
H 0.3230 -1.7757 -1.5106 1.3499 0.2533 0.6893
H 4.4686 -0.9066 -0.0769 -1.0916 0.1295 0.0198
H 1.1460 1.4476 1.0532 0.5946 0.6836 0.4727
H -0.5942 -2.0237 1.1776 0.0107 -0.8131 0.1996
H -2.1505 -2.1341 0.3358 -1.0344 -1.3785 -2.8580
H -2.2697 -1.9413 1.9487 0.6951 0.0682 0.4479
H -1.0700 3.4757 -1.3869 0.8722 -2.0093 -0.7956
H -1.7530 2.0436 -2.2465 -0.0354 -0.4169 0.9559
H 0.0108 2.0431 -2.2106 -0.6976 1.0451 0.4319
H -1.1619 0.0008 -1.1949 -0.5326 -0.7749 -1.0083
H -2.8757 1.2112 1.3323 -0.4160 0.4919 0.0785
H -3.5321 -0.3311 1.2074 -0.2064 0.3714 0.2848
```
Positions in Å, forces in eV/Å.

Record 4
Computed, not measured: a molecular structure, C9H13MnNO2 at a distorted geometry, with ωB97M-V/def2-TZVPD.

Output
* largest force on an atom: 2.672 eV Å⁻¹
* energy: -1706.86147 Ha
* 2S+1: 4
* ΔE to the lowest compared entry with this formula, charge and spin: 0.0 kJ/mol

XYZ file:
```
26
Properties=species:S:1:pos:R:3:forces:R:3
C -1.1254 0.9112 -2.1075 0.1628 1.1487 -0.7151
C 0.2405 0.8289 -2.5650 -0.2269 1.1975 1.5470
C 0.9815 1.8784 -1.8411 0.0543 -0.1211 -2.1343
C 0.0344 2.6839 -1.1473 -0.3749 -0.1007 0.9834
C -1.2619 2.0448 -1.2419 0.5944 -0.4122 -1.0271
Mn 0.3127 0.5853 -0.3973 -0.7176 -0.4661 1.6809
N -1.0499 -1.6578 -0.4814 -0.4872 2.3354 1.1582
C -1.0547 -3.0242 -0.7580 2.1920 -1.0621 0.0952
C 0.2785 -2.1726 -0.7973 0.5625 -2.5230 0.6768
H 2.0810 1.9630 -1.8909 -0.8531 0.4438 -0.1233
H 0.5822 0.2791 -3.4252 0.2095 -0.4317 0.3133
H 0.2135 3.6661 -0.6442 -0.0062 -1.3666 -0.1951
H -2.1911 2.3706 -0.7730 0.4600 -0.0738 -0.1230
H -1.9389 0.2841 -2.4983 0.5259 0.2938 0.5625
H 0.7465 -2.1275 -1.7943 -0.6916 0.8510 0.4955
H -1.5104 -3.3061 -1.6976 0.0627 -0.2498 0.0607
H -1.1882 -1.5070 0.5288 0.5661 0.0874 -0.4235
H 1.0232 -2.3984 0.0341 -1.3199 0.3888 -0.9737
H -1.0137 -3.7389 0.0780 -0.5120 0.3314 -0.5136
C 0.9730 0.5470 3.9763 -0.0597 0.2682 -0.3490
C 0.6499 0.1353 2.5351 -0.1776 -1.6328 -1.0700
O 0.4449 -1.0810 2.3125 0.0291 1.0060 0.3213
O 0.6138 0.9999 1.5656 0.1201 0.1122 0.3136
H 1.8433 -0.0300 4.3124 -0.1592 0.1493 -0.1864
H 0.1413 0.2464 4.6276 0.1506 0.1393 -0.2678
H 1.1740 1.6195 4.0899 -0.1044 -0.3130 -0.1064
```
Positions in Å, forces in eV/Å.

Record 5
Computed, not measured: a gas-phase ion, C9H13N2 (charge +1) at a distorted geometry, with ωB97M-V/def2-TZVPD.

Output
* largest force on an atom: 6.398 eV Å⁻¹
* energy: -459.90920 Ha
* 2S+1: 1
* ΔE to the lowest compared entry with this formula, charge and spin: 275.3 kJ/mol
* charge: +1

XYZ file:
```
24
Properties=species:S:1:pos:R:3:forces:R:3
C 0.9871 0.0609 1.9146 1.3437 -0.6733 0.0392
C -1.0902 0.7536 0.9719 0.8424 1.4439 -0.7971
C 1.3709 -0.3797 0.6626 0.1505 -0.8859 1.6903
C -0.2841 0.6218 2.0835 -1.2170 0.5439 0.6965
C -0.5602 0.4116 -0.2838 -3.8037 0.4491 -0.0530
C -0.5436 0.5057 -2.6851 4.9662 -0.0982 4.0323
C 0.9205 -0.8125 -1.7044 -1.7052 1.5462 -3.1319
C -0.6693 1.3024 3.3728 -0.0311 2.8162 0.7028
C 0.5092 -2.2201 -1.9873 -3.0206 -0.5873 -0.7510
N 0.5403 -0.2788 -0.4170 2.3591 -0.5722 0.5756
N -1.2877 0.6772 -1.4047 2.4185 -1.2432 -2.4544
H 1.6953 -0.0024 2.7859 -0.8166 -0.0587 -1.1704
H -1.8723 1.5211 0.8651 -0.0824 -0.8535 0.7579
H 2.2948 -0.9673 0.5682 -0.4351 0.5577 -0.3969
H 0.2410 1.3117 -2.6527 -1.1573 -0.5647 -0.9686
H -0.8125 0.1462 -3.6695 -0.9043 -0.2050 0.4990
H 1.9823 -0.6191 -1.9515 -0.8224 0.4603 0.0709
H -1.7817 1.6133 3.5439 1.9850 -0.9249 -0.7541
H -0.2791 0.9212 4.3609 -0.2232 0.0099 -1.4127
H -0.1059 2.3363 3.1854 -1.1472 -1.8029 0.8016
H 0.9988 -2.9117 -1.3217 0.3637 -0.4829 0.1574
H 0.6476 -2.5628 -3.0976 -0.1029 0.8940 2.1829
H -0.6558 -2.2973 -1.7211 2.4269 -0.0515 -0.7321
H -2.2457 0.8690 -1.4183 -1.3870 0.2829 0.4158
```
Positions in Å, forces in eV/Å.

Which of these has the highest largest force on an atom?
C9H13N2